1.
Entry from OMol25: 2 unconnected molecules or ions with the total composition BrH3Si in a non-equilibrium geometry (the ωB97M-V functional and the def2-TZVPD basis).

Each line ends with the natural charge from an NBO analysis.
Positions of all 5 atoms, in Å:
Br  -1.0254  3.0116  0.4357  -0.4105
Si  0.2410  -0.7007  0.0412  0.7926
H  -1.1044  -1.1699  -0.5454  -0.0939
H  0.9593  -0.3492  1.2397  -0.1001
H  0.9294  -0.7918  -1.1712  -0.1882

Force components x, y, z for each atom (eV/Å):
Br 0.351 -0.984 -0.135
Si -2.253 0.973 -1.065
H 0.579 0.207 1.617
H -0.194 -0.281 0.622
H 1.517 0.085 -1.040

Values from the calculation:
2S+1   1
Energy above the lowest of the compared OMol25 structures with the same formula, charge and spin   400.7 kJ/mol
HOMO (alpha / beta)   -9.5283 / -8.1887 eV
Strongest force on any atom   2.675 eV/A
LUMO level (alpha / beta)   -2.05 / -3.14 eV
Gap between HOMO and LUMO (alpha / beta)   7.478 / 5.048 eV

=====

2.
Entry from OMol25: 3 unconnected molecules or ions with the total composition C13H24N5O9 in a non-equilibrium geometry (the ωB97M-V functional and the def2-TZVPD basis).

Each line ends with the natural charge from an NBO analysis.
Positions of all 51 atoms, in Å:
O  -1.3164  4.7904  4.2718  -0.6349
O  -2.0743  5.6416  2.3158  -0.4967
O  4.0356  5.1699  -1.4237  -0.1732
O  -1.1866  -6.9677  -4.0604  -0.6506
O  2.1082  -1.9318  0.6201  -0.4413
O  3.3701  4.4427  0.4249  -0.4250
O  -0.8800  -8.9114  -2.9424  -0.4917
O  -0.7173  -7.0543  -1.8450  -0.4948
O  0.0387  5.7986  2.7626  -0.5081
N  2.7141  0.3523  -1.8710  -0.5470
N  2.4865  2.5185  -0.7711  -0.5420
N  4.2890  4.3304  -0.6643  0.3876
N  2.8787  0.3720  0.3187  -0.5485
N  0.3058  -3.4275  -0.0250  -0.3308
C  -0.9463  -7.5822  -3.0518  0.9825
C  -0.7860  -5.6243  -1.7747  -0.0770
C  2.6842  1.2342  -0.7901  0.7028
C  -1.1906  -9.6123  -4.1483  -0.2578
C  2.4586  3.3330  0.4616  0.0638
C  -2.2252  -5.1515  -1.7359  -0.6388
C  -3.4166  5.2592  2.6621  -0.0724
C  1.6238  -0.6251  -1.4973  -0.2567
C  -1.1406  5.3480  3.2208  0.9766
C  1.8089  -0.6595  0.0547  0.2370
C  1.1210  5.6252  3.6785  -0.2619
C  1.0316  -2.6913  0.4177  0.5111
C  -4.0292  6.2381  3.6424  -0.6408
H  -0.9680  -10.6639  -3.9823  0.1989
H  -2.2710  -4.0715  -1.5855  0.2073
H  -3.9872  5.2667  1.7337  0.1932
H  2.0403  5.8883  3.1576  0.1926
H  2.3423  2.9607  -1.6810  0.4496
H  -0.2353  -5.1700  -2.6019  0.1805
H  1.6564  -1.6095  -1.9902  0.2753
H  -5.0764  5.9945  3.8235  0.2259
H  0.9997  6.2923  4.5311  0.2064
H  -3.5028  6.2219  4.5971  0.2266
H  1.1939  4.5892  4.0115  0.1859
H  -3.4373  4.2384  3.0472  0.1926
H  0.9223  -0.1879  0.5401  0.1847
H  1.4231  3.7206  0.5828  0.2341
H  -2.7443  -5.3915  -2.6644  0.2272
H  -0.5854  -9.2546  -4.9803  0.1969
H  -3.9635  7.2571  3.2569  0.2170
H  0.7037  -0.0330  -1.6867  0.2097
H  -2.2518  -9.5099  -4.3759  0.1904
H  -2.7681  -5.6456  -0.9281  0.2157
H  2.7009  2.7564  1.3734  0.2061
H  -0.2856  -5.3337  -0.8544  0.2092
H  2.4948  0.7361  -2.7902  0.4059
H  2.5533  0.7339  1.2153  0.3968

Force components x, y, z for each atom (eV/Å):
O 0.157 -0.059 -0.151
O 0.302 -0.185 -0.115
O 0.839 -0.212 0.023
O 0.098 -0.041 0.086
O -1.073 0.387 0.030
O -1.638 -0.695 0.704
O 0.073 0.179 -0.002
O 0.177 -0.120 -0.194
O 0.004 -0.207 -0.130
N -1.269 1.187 -0.213
N 0.404 -0.195 0.047
N 0.150 0.609 -1.235
N -2.079 0.547 -0.011
N -2.725 -1.756 -0.654
C -0.141 -0.065 0.139
C -0.176 0.322 0.190
C 1.238 -3.159 0.318
C -0.053 -0.283 -0.250
C 0.011 0.775 0.857
C -0.183 -0.138 -0.170
C -0.646 0.008 0.206
C 0.129 0.872 0.707
C -0.307 0.242 0.033
C -0.255 1.132 -0.336
C 0.318 0.020 0.127
C 4.019 2.067 0.651
C 0.221 0.144 0.176
H 0.036 0.104 0.226
H 0.034 -0.031 0.042
H 0.284 0.075 -0.116
H -0.179 0.107 -0.163
H -0.011 0.102 0.443
H -0.078 -0.180 -0.102
H 0.157 0.607 0.123
H 0.029 -0.009 -0.052
H -0.025 -0.159 0.056
H -0.047 -0.116 -0.016
H -0.152 0.073 0.120
H 0.202 0.076 0.075
H 0.172 -1.180 -0.200
H 0.741 0.059 -0.189
H 0.091 0.068 -0.030
H -0.101 0.110 0.046
H -0.107 -0.066 -0.095
H 0.057 -1.219 -0.118
H 0.074 0.100 -0.081
H 0.100 0.090 0.078
H -0.085 -0.206 -0.786
H -0.068 -0.490 -0.171
H 0.391 0.208 0.218
H 0.889 0.502 -0.140

Values from the calculation:
2S+1   1
Total charge   +1
HOMO   -12.1716 eV
Strongest force on any atom   4.566 eV/A
LUMO level   -4.48 eV
Gap between HOMO and LUMO   7.691 eV

=====

3.
Entry from OMol25: a molecular structure, C19H22N2TeZn in a non-equilibrium geometry (the ωB97M-V functional and the def2-TZVPD basis).

Each line ends with the natural charge from an NBO analysis.
Positions of all 45 atoms, in Å:
Te  -0.1359  1.6096  1.1668  0.4872
Zn  -1.0027  0.2604  -1.1605  1.5393
N  0.7208  1.0052  -2.2248  -0.5566
N  0.4486  -1.4446  -1.0067  -0.4997
C  -0.4794  0.3647  2.8529  -0.2649
C  1.1927  -3.5560  -0.3409  -0.2362
C  1.6782  0.0571  -2.4506  0.2529
C  2.2769  -3.4464  -1.2328  -0.1572
C  -1.7021  3.0242  1.4137  -0.8689
C  0.1601  -1.6190  4.1137  -0.2146
C  1.4994  -1.2573  -1.8162  0.1272
C  0.9069  2.2909  -2.5787  0.0706
C  0.3464  -0.7541  3.0288  -0.1892
C  2.0431  2.7040  -3.2958  -0.2432
C  -2.1960  1.6980  -1.9502  -1.3994
C  2.9829  1.7811  -3.6043  -0.1614
C  -1.4502  0.6739  3.8036  -0.2446
C  -0.8389  -1.3251  5.0593  -0.2254
C  0.3040  -2.4939  -0.2424  0.0725
C  -2.4981  -0.9264  -0.6953  -1.3794
C  -1.6476  -0.1880  4.9217  -0.1934
C  2.8219  0.4562  -3.1764  -0.2298
C  2.4318  -2.2666  -1.9526  -0.2170
H  0.7722  -2.4971  4.2204  0.2131
H  3.5741  -0.3242  -3.3640  0.2135
H  3.8511  2.0330  -4.1548  0.2239
H  -2.0629  1.5748  3.6983  0.2147
H  0.0883  2.9946  -2.2646  0.2413
H  1.1570  -0.9527  2.2873  0.2014
H  -1.8777  -1.4489  -0.0681  0.1615
H  -1.5137  1.8275  -2.8031  0.1751
H  2.9929  -4.2977  -1.3447  0.2292
H  -3.3119  -0.2551  -0.2993  0.2072
H  -0.5173  -2.5459  0.4565  0.2273
H  -2.6729  2.6174  1.1148  0.2457
H  -1.4197  3.8784  0.7872  0.2408
H  3.2599  -2.1492  -2.6016  0.2134
H  -2.3136  2.4690  -1.1373  0.1854
H  2.0841  3.7217  -3.5458  0.2276
H  -3.1173  1.0089  -2.1311  0.2157
H  -0.9898  -1.9868  5.9092  0.2148
H  -1.6760  3.2927  2.4718  0.2239
H  -2.7890  -1.2076  -1.7734  0.2103
H  -2.4114  0.0434  5.6413  0.2172
H  1.0307  -4.4438  0.2688  0.2282

Force components x, y, z for each atom (eV/Å):
Te 0.352 -0.145 0.209
Zn -0.817 0.948 0.276
N 1.421 -0.366 0.138
N 0.407 2.068 -0.423
C 0.008 0.208 0.366
C 0.768 -0.323 -0.332
C 0.130 2.892 -0.961
C -0.311 -0.765 0.544
C 0.027 -0.164 0.174
C -0.683 1.046 -0.119
C -0.188 -1.165 0.571
C -0.408 -0.712 0.211
C 0.347 -0.324 -0.375
C -1.934 -0.331 1.200
C -0.867 -0.417 0.220
C 0.149 -1.758 0.258
C -0.204 -0.702 0.754
C -0.116 0.247 -0.237
C 0.647 -1.173 -0.175
C -2.635 1.434 -2.342
C 1.052 0.172 -1.405
C -0.295 -1.147 0.463
C -0.158 -0.603 0.306
H 0.163 -0.140 0.057
H -0.180 0.775 -0.100
H 0.727 0.268 -0.454
H 0.150 -0.448 0.067
H 0.920 -0.820 -0.474
H -0.736 0.075 0.660
H 0.018 -2.261 1.543
H -1.129 0.894 -0.068
H -0.682 0.958 0.083
H 1.003 -1.023 0.031
H -0.140 0.187 -0.098
H 0.290 0.069 0.058
H -0.172 -0.221 0.230
H 0.669 0.005 -0.475
H -0.111 -0.319 -1.548
H 0.394 1.168 -0.456
H 1.623 1.858 0.116
H 0.033 0.088 -0.155
H -0.158 0.221 -0.243
H 0.593 -0.461 1.892
H -0.140 0.020 0.195
H 0.174 0.186 -0.183

Values from the calculation:
2S+1   1
Energy above the lowest of the compared OMol25 structures with the same formula, charge and spin   0.0 kJ/mol
HOMO   -4.9157 eV
Strongest force on any atom   3.806 eV/A
LUMO level   -0.65 eV
Gap between HOMO and LUMO   4.268 eV

=====

4.
Entry from OMol25: a molecular structure, C18H40Br8ClFO4Si2 in a non-equilibrium geometry (the ωB97M-V functional and the def2-TZVPD basis).

Each line ends with the Löwdin charge.
Positions of all 74 atoms, in Å:
Br  -9.4943  -0.2021  -2.1520  0.6451
Br  -4.0155  -0.9754  -1.3543  0.6088
Br  3.3425  2.8561  -3.7360  0.6115
Br  -5.6641  -0.4027  1.8686  0.6383
Br  2.8952  -5.1538  -5.0190  0.6055
Br  2.9495  -0.7755  -3.6788  0.7198
Br  4.1295  -4.4486  -1.6279  0.6655
Br  -6.6624  1.5025  -3.8060  0.6412
Cl  1.0142  0.1846  8.1461  0.5463
Si  3.7157  1.5010  3.7662  0.5682
Si  2.0587  -0.8058  3.2983  0.4227
F  2.3589  -1.2243  4.8102  -0.1252
O  -0.7430  1.6641  0.7147  -0.1459
O  3.2327  0.2256  2.7835  -0.3547
O  0.5719  -0.4139  -0.1419  -0.1426
O  2.9069  -2.4525  1.1807  -0.1893
C  0.8652  0.7411  -0.8769  -0.2101
C  -8.2890  0.7611  -4.5745  -0.6861
C  -9.4863  0.9888  -3.6914  -0.6849
C  5.1133  -5.0228  -3.2026  -0.6915
C  -5.9135  -0.9875  -0.9249  -0.7217
C  1.3632  -1.5366  -0.5317  -0.1811
C  4.6966  1.4771  -3.5157  -0.6933
C  1.9339  -2.3484  2.2131  -0.2359
C  0.3070  1.9890  -0.1640  -0.1822
C  2.3333  2.2055  4.8197  -0.3074
C  4.5842  -4.3748  -4.4544  -0.7095
C  2.3690  1.6944  6.2870  -0.3407
C  -1.9045  2.4630  0.5203  -0.2818
C  4.4216  0.2805  -4.3867  -0.6675
C  -2.9469  2.0717  1.5215  -0.0933
C  0.9799  1.2797  6.7427  -0.6185
C  -6.2552  0.0775  0.0787  -0.7034
C  2.7287  -1.4948  0.1591  -0.2300
H  0.8013  -2.4184  -0.2436  0.1281
H  -8.0987  -0.2919  -4.7528  0.0530
H  1.3498  2.0730  4.3745  0.0615
H  0.9061  -2.4330  1.8544  0.0822
H  5.2847  -0.3818  -4.4038  0.0589
H  -8.4199  1.2724  -5.5253  0.0578
H  4.8541  1.0571  4.5943  -0.0109
H  -10.4034  0.7679  -4.2321  0.0583
H  4.1527  0.5530  -5.4017  0.0524
H  2.7611  2.4766  6.9317  0.1045
H  4.7106  1.2232  -2.4606  0.0489
H  0.3921  2.1582  6.9865  0.0759
H  6.1449  -4.7244  -3.0294  0.0567
H  0.4817  0.7422  5.9433  0.0518
H  -2.6931  2.3642  2.5374  0.0781
H  2.0963  -3.2039  2.8711  0.0953
H  -2.2697  2.3093  -0.5001  0.1164
H  2.5118  3.2807  4.8383  0.0671
H  -3.8965  2.5384  1.2629  0.0712
H  -1.6336  3.5197  0.6147  0.1187
H  -7.3319  0.2123  0.1465  0.0290
H  4.4035  -3.3123  -4.3226  -0.0069
H  -6.4293  -0.7959  -1.8621  -0.0139
H  1.9481  0.8892  -0.9655  0.1023
H  5.2709  -4.5313  -5.2835  0.0573
H  0.4783  0.6773  -1.9001  0.1176
H  5.0497  -6.1053  -3.2356  0.0487
H  4.2199  2.5644  2.8681  -0.0290
H  -9.5277  2.0007  -3.3028  0.0510
H  5.6406  1.9417  -3.7910  0.0584
H  -3.1070  0.9979  1.5118  0.0289
H  0.7545  -0.1188  3.3392  0.0326
H  1.5105  -1.5325  -1.6125  0.0400
H  2.8845  -0.4771  0.5266  0.1047
H  -5.7852  1.0267  -0.1590  0.0436
H  3.0429  0.8489  6.4057  0.0675
H  -0.0249  2.6889  -0.9330  0.1174
H  -6.1501  -1.9862  -0.5729  0.0526
H  3.5074  -1.6854  -0.5787  0.0749
H  1.1166  2.4708  0.3897  0.1209

Force components x, y, z for each atom (eV/Å):
Br 0.010 0.052 -0.004
Br -0.010 -0.021 0.043
Br 0.003 -0.053 0.060
Br -0.079 -0.028 0.020
Br 0.007 0.067 0.035
Br 0.115 0.017 -0.207
Br 0.001 -0.046 0.031
Br -0.023 -0.079 0.028
Cl -0.016 0.098 0.186
Si 0.148 0.150 -0.704
Si -0.532 0.037 -1.058
F 0.203 -0.101 0.347
O -0.222 0.169 -0.021
O -0.191 0.168 0.914
O -0.079 -0.403 0.104
O -0.279 -0.053 -0.001
C 0.069 0.474 0.066
C 0.113 0.142 -0.021
C -0.072 -0.122 0.044
C -0.029 0.121 0.137
C 0.124 0.022 -0.173
C 0.095 0.657 0.254
C -0.015 0.172 -0.068
C 0.511 0.140 0.515
C 0.159 -0.376 -0.051
C 0.510 0.006 0.574
C -0.025 -0.104 -0.141
C -0.110 -0.145 -0.172
C 0.498 -0.058 -0.147
C -0.043 -0.126 0.098
C -0.302 -0.107 0.093
C 0.189 0.114 -0.329
C -0.039 -0.009 0.160
C 0.074 -0.016 -0.598
H 0.001 -0.208 -0.077
H -0.029 -0.022 0.004
H -0.070 -0.092 -0.169
H -0.080 0.031 -0.182
H 0.014 0.012 0.033
H -0.032 0.012 0.006
H -0.079 -0.045 0.144
H 0.013 -0.014 -0.024
H 0.011 0.051 -0.005
H 0.000 0.049 0.155
H 0.022 -0.041 0.003
H -0.186 -0.021 0.176
H 0.004 0.016 -0.028
H -0.094 -0.144 -0.019
H 0.138 0.065 0.055
H 0.013 -0.111 -0.007
H -0.106 -0.022 -0.083
H -0.055 0.147 -0.166
H -0.086 0.103 0.029
H -0.055 0.130 0.035
H -0.007 -0.035 -0.036
H 0.000 0.006 0.032
H -0.009 0.038 0.012
H 0.093 -0.056 -0.105
H 0.018 -0.025 0.016
H -0.144 -0.205 -0.015
H -0.002 -0.015 -0.044
H -0.045 -0.064 -0.087
H 0.018 0.022 -0.013
H 0.001 -0.011 -0.031
H 0.067 -0.123 -0.067
H 0.030 0.059 0.121
H -0.204 -0.132 -0.023
H -0.002 0.028 0.177
H -0.001 0.011 -0.034
H 0.003 -0.164 -0.071
H -0.016 0.123 -0.038
H -0.014 0.003 0.043
H 0.123 -0.165 0.092
H -0.014 0.052 0.176

Values from the calculation:
2S+1   1
HOMO   -9.0343 eV
Strongest force on any atom   1.184 eV/A
LUMO level   0.33 eV
Gap between HOMO and LUMO   9.368 eV